1.
A structure of composition C34H69GaN9O9S, computed with ωB97M-V/def2-TZVPD.

Its molar mass is 849.77 Da. The electronic energy is -4829.74855 Eh. For the highest occupied orbital energy, the calculation gives -4.737 eV. As for the strongest force on any atom: 0.10730 hartree/bohr.

ORCA input file:
```
! RIJCOSX wB97M-V def2-TZVPD def2/J DEFGRID3
* xyz -1 1
C -1.06 2.63 -0.42
C 1.53 0.22 1.68
H -1.31 -0.85 -8.69
H 0.56 3.36 6.75
O 4.00 2.81 5.26
H 1.75 -0.22 -1.21
C -1.04 -2.50 4.47
O -2.30 6.60 -3.38
H -0.55 1.68 -0.27
H 3.86 0.39 -1.37
H 2.49 -4.19 2.01
H 3.82 -2.03 -4.19
O 5.13 0.06 -2.92
C -5.55 -5.05 -0.43
H -2.04 4.28 -2.99
H -2.40 4.62 -1.28
N -0.23 -2.81 3.26
H -4.26 2.18 2.81
C 0.01 -4.75 -0.78
N -0.35 7.03 -4.49
C 3.04 -1.27 -4.20
H 0.88 8.35 -5.53
C -2.14 1.41 3.40
H 1.42 -1.77 -2.03
H -0.90 -3.17 -2.58
N -0.02 -5.02 -2.12
C 1.04 -3.53 3.58
C -1.37 0.14 3.83
H -6.29 -6.87 2.33
H 0.23 -3.82 -3.79
H -1.58 2.40 3.22
H 3.31 -0.50 -4.93
H -3.51 3.62 -2.25
H 1.55 -2.70 1.51
H 5.56 -0.53 4.74
H 0.80 -4.66 3.48
H -0.06 1.58 -5.71
H 0.87 2.17 -7.11
C 0.49 -6.30 -2.59
C 0.86 7.82 -4.57
N 0.83 -0.21 0.79
C -1.34 0.16 -8.29
C 1.69 -0.72 -2.18
H -1.32 0.88 -9.11
H -3.61 -5.06 1.54
H -2.26 0.29 -7.71
H 4.64 1.81 2.71
C -4.63 -4.94 1.89
Ga 2.99 -0.58 3.88
H 1.23 4.36 8.06
C 4.85 0.27 4.31
O 0.44 -5.50 0.08
H -1.12 0.78 -2.19
H 4.33 4.78 7.18
H -1.76 -3.39 4.69
C 3.46 5.17 6.64
C -4.32 -0.11 3.43
C -3.53 -1.38 3.87
O -2.24 1.60 -3.66
H -0.40 -3.76 -0.53
O -4.13 -2.66 4.11
H 0.23 5.98 -6.21
C 4.04 -0.04 -2.37
N -0.21 0.41 -7.42
H 3.01 5.99 7.20
C -0.07 1.71 -6.79
O 1.72 -0.39 -6.47
H -0.99 8.02 -2.80
H 6.39 1.63 3.39
C -6.38 -6.57 1.27
H 1.54 -6.39 -2.30
H -0.07 -7.11 -2.12
H -6.55 -4.69 -0.67
H 0.91 8.55 -3.76
H -1.39 -4.54 -3.61
H 0.04 -1.92 2.80
C 0.74 -0.54 -7.19
H -0.24 0.24 3.99
H -5.45 -0.23 3.27
C -0.59 6.01 -5.49
H -1.53 6.23 -6.01
H 0.55 -1.49 -7.71
H 3.80 5.54 5.66
H 4.65 1.03 5.14
H -0.68 5.04 -4.99
O -7.16 -7.12 0.51
C -1.70 1.63 -2.57
H 2.09 2.24 5.65
N 2.51 4.10 6.43
H 1.43 -3.38 4.64
H 0.40 -6.37 -3.67
H -0.44 -2.31 5.42
C 2.89 2.99 5.74
H 0.70 5.13 6.54
H -0.32 3.44 -0.37
C -2.46 3.88 -2.07
H 4.11 -3.04 3.45
H -4.87 -3.88 1.98
H -4.73 -5.41 2.87
H 3.95 -2.05 1.92
H 2.09 -1.72 -4.48
C -2.00 -1.26 4.06
C -1.27 7.22 -3.50
H -4.37 -2.70 5.07
C 2.09 -3.17 2.41
H 2.62 -2.02 6.43
H 5.67 0.32 2.20
C -3.67 1.27 3.17
H -4.83 -4.24 -0.55
H 0.92 -0.23 -2.78
H 1.73 7.16 -4.51
C 5.45 1.06 3.04
H -1.80 2.77 0.38
N -1.73 2.68 -1.70
C -0.55 -4.08 -3.08
O 2.05 0.73 2.86
C 1.17 4.24 6.97
N 2.95 -0.65 -2.89
S 1.97 -0.87 5.96
H -5.30 -5.87 -1.11
N -5.54 -5.55 0.93
H -0.90 2.36 -7.08
C 3.38 -2.34 2.89
*
```

Results of the Mulliken charge analysis, in e, for atoms 1 through 99: atom 1 (C): -0.534, atom 2 (C): 0.745, atom 3 (H): 0.295, atom 4 (H): 0.286, atom 5 (O): -0.676, atom 6 (H): -0.261, atom 7 (C): -0.236, atom 8 (O): -0.571, atom 9 (H): -0.065, atom 10 (H): 0.326, atom 11 (H): 0.366, atom 12 (H): 0.364, atom 13 (O): -0.631, atom 14 (C): -0.990, atom 15 (H): -0.014, atom 16 (H): 0.373, atom 17 (N): -0.064, atom 18 (H): 0.311, atom 19 (C): 0.070, atom 20 (N): 0.137, atom 21 (C): -1.020, atom 22 (H): 0.334, atom 23 (C): -0.647, atom 24 (H): 0.236, atom 25 (H): 0.310, atom 26 (N): 0.182, atom 27 (C): -0.500, atom 28 (C): 0.013, atom 29 (H): 0.272, atom 30 (H): 0.359, atom 31 (H): 0.394, atom 32 (H): 0.360, atom 33 (H): 0.305, atom 34 (H): -0.198, atom 35 (H): 0.322, atom 36 (H): 0.264, atom 37 (H): 0.168, atom 38 (H): 0.323, atom 39 (C): -1.020, atom 40 (C): -0.947, atom 41 (N): -0.725, atom 42 (C): -0.908, atom 43 (C): 0.025, atom 44 (H): 0.325, atom 45 (H): 0.312, atom 46 (H): 0.322, atom 47 (H): 0.160, atom 48 (C): -0.892, atom 49 (Ga): 0.008, atom 50 (H): 0.349, atom 51 (C): -0.212, atom 52 (O): -0.632, atom 53 (H): 0.264, atom 54 (H): 0.284, atom 55 (H): 0.233, atom 56 (C): -0.973, atom 57 (C): -0.386, atom 58 (C): 0.215, atom 59 (O): -0.692, atom 60 (H): 0.373, atom 61 (O): -0.467, atom 62 (H): 0.376, atom 63 (C): 0.068, atom 64 (N): 0.184, atom 65 (H): 0.378, atom 66 (C): -0.939, atom 67 (O): -0.574, atom 68 (H): 0.296, atom 69 (H): 0.314, atom 70 (C): 0.129, atom 71 (H): 0.303, atom 72 (H): 0.280, atom 73 (H): 0.309, atom 74 (H): 0.290, atom 75 (H): 0.377, atom 76 (H): -0.001, atom 77 (C): 0.063, atom 78 (H): 0.242, atom 79 (H): 0.293, atom 80 (C): -0.865, atom 81 (H): 0.305, atom 82 (H): 0.303, atom 83 (H): 0.281, atom 84 (H): 0.176, atom 85 (H): 0.189, atom 86 (O): -0.604, atom 87 (C): 0.201, atom 88 (H): -0.139, atom 89 (N): 0.139, atom 90 (H): 0.135, atom 91 (H): 0.399, atom 92 (H): 0.219, atom 93 (C): 0.594, atom 94 (H): 0.340, atom 95 (H): 0.325, atom 96 (C): -0.737, atom 97 (H): 0.383, atom 98 (H): 0.364, atom 99 (H): 0.229

=====

2.
A cluster of 4 separate species, C34H71N2O in total, computed with ωB97M-V/def2-TZVPD.

Its molar mass is 523.96 Da. The electronic energy is -1522.56203 Eh. For the highest occupied orbital energy, the calculation gives -12.025 eV. As for the strongest force on any atom: 0.01561 hartree/bohr.

ORCA input file:
```
! RIJCOSX wB97M-V def2-TZVPD def2/J DEFGRID3
* xyz 1 1
H 1.00 -2.24 -3.26
C 0.17 -1.33 4.46
H 2.12 -2.04 2.57
H 1.99 -5.20 -5.95
H 2.64 -0.36 0.81
H -4.60 -4.85 -5.23
C 3.17 4.74 4.53
H -1.61 -1.76 3.34
C -3.50 -3.08 -5.55
H -3.95 -4.23 -7.14
H 0.81 -3.41 4.60
H 5.29 7.40 2.27
H 5.13 3.90 4.72
H 0.98 -0.46 0.20
H 1.93 -1.28 -2.08
H -3.08 2.32 6.81
C 4.66 6.53 2.47
H -0.13 -5.80 -4.08
H 0.62 0.63 -2.37
H -0.67 -1.31 -1.42
H 2.13 -0.97 -3.78
H 0.79 -2.55 6.13
H 0.04 -3.46 -7.39
H -0.73 -4.17 -4.08
C -2.69 2.56 5.82
C 4.55 4.44 3.96
H -1.70 4.55 4.03
H -3.47 3.15 3.89
C 2.77 -3.22 -5.84
H -4.00 5.06 5.45
C -0.86 -5.15 -4.55
H 2.61 -2.23 -6.25
H -3.00 -0.33 -3.73
C 0.03 -2.32 2.08
C 0.36 -3.87 -6.42
H 0.01 -3.36 2.42
H 2.19 5.76 6.17
N -2.90 -2.72 -7.84
H -2.02 4.50 6.50
H -1.50 -5.00 -6.61
H 2.67 3.80 4.76
H 3.72 6.93 2.87
C 0.28 -0.21 -2.97
C -2.84 -1.89 -5.16
H 0.23 -3.07 -5.69
O -1.57 -1.74 -3.20
H 3.78 5.12 6.57
H -3.62 -1.87 -3.17
C 0.27 -2.67 5.18
H 3.71 4.96 1.30
H -4.52 2.11 4.82
H -3.80 -5.10 -2.82
H 3.80 -3.51 -5.99
H 0.04 0.14 -3.97
H -0.70 -0.40 2.73
H -2.18 -6.51 -3.53
H -0.23 4.88 4.92
C -0.97 -0.76 -2.32
H 4.44 3.75 3.12
C -0.95 4.09 4.68
H 2.55 5.23 3.77
H -0.82 3.23 6.65
H -1.65 -0.29 -5.95
C 1.85 -4.26 -6.48
C -3.84 2.96 4.90
C -4.63 4.17 5.40
H 0.24 3.36 3.03
H -5.03 3.99 6.40
C -0.56 -5.05 -6.06
C 5.35 5.66 3.52
C 1.60 -0.56 1.10
H -1.77 -1.10 -8.30
H -2.23 1.64 5.44
H 5.59 6.28 4.39
H 1.31 0.22 1.80
C 3.20 5.60 5.79
H -2.71 -6.13 -5.14
H -5.46 4.39 4.74
H -0.07 -5.97 -6.37
N -3.48 -3.38 -6.85
H 6.31 5.33 3.12
C -2.25 -1.64 -7.50
H 0.54 2.53 4.56
C -3.21 -4.64 -3.61
C -2.81 -1.40 -3.74
C -0.24 2.98 3.93
C 1.47 -1.96 1.70
H -0.34 -0.61 5.10
C -0.60 -1.41 3.14
H 3.92 6.47 0.43
H -1.68 0.02 -2.04
H 2.61 -3.19 -4.76
H -5.01 -3.54 -4.14
C 1.40 -1.25 -3.02
H -2.59 -3.89 -3.13
H 1.17 -0.93 4.29
H -0.59 -2.29 1.18
C -4.18 -4.04 -4.63
H 5.31 5.42 0.72
C -2.20 -1.19 -6.17
H 1.83 -2.69 0.98
H -0.73 -3.07 5.39
H 2.14 -4.40 -7.52
C 4.39 5.80 1.16
C -1.60 3.63 5.98
C -2.28 -5.70 -4.24
H 3.64 6.58 5.60
H -0.93 2.19 3.63
*
```

Results of the Mulliken charge analysis, in e, for atoms 1 through 99: atom 1 (H): -0.080, atom 2 (C): 0.009, atom 3 (H): 0.314, atom 4 (H): 0.345, atom 5 (H): 0.373, atom 6 (H): 0.437, atom 7 (C): 0.214, atom 8 (H): 0.415, atom 9 (C): 0.367, atom 10 (H): 0.317, atom 11 (H): 0.304, atom 12 (H): 0.367, atom 13 (H): 0.396, atom 14 (H): -0.057, atom 15 (H): 0.321, atom 16 (H): 0.414, atom 17 (C): -0.365, atom 18 (H): 0.583, atom 19 (H): 0.484, atom 20 (H): -0.060, atom 21 (H): 0.366, atom 22 (H): 0.426, atom 23 (H): 0.328, atom 24 (H): -0.167, atom 25 (C): -0.280, atom 26 (C): -0.840, atom 27 (H): 0.324, atom 28 (H): 0.216, atom 29 (C): -1.295, atom 30 (H): 0.292, atom 31 (C): -0.030, atom 32 (H): 0.316, atom 33 (H): 0.727, atom 34 (C): -0.538, atom 35 (C): 0.113, atom 36 (H): 0.352, atom 37 (H): 0.375, atom 38 (N): -0.973, atom 39 (H): 0.350, atom 40 (H): 0.429, atom 41 (H): 0.090, atom 42 (H): 0.248, atom 43 (C): -0.551, atom 44 (C): 1.311, atom 45 (H): -0.285, atom 46 (O): -0.392, atom 47 (H): 0.314, atom 48 (H): 0.302, atom 49 (C): -1.398, atom 50 (H): 0.232, atom 51 (H): 0.429, atom 52 (H): 0.464, atom 53 (H): 0.467, atom 54 (H): 0.241, atom 55 (H): 0.125, atom 56 (H): 0.372, atom 57 (H): 0.229, atom 58 (C): -0.200, atom 59 (H): 0.311, atom 60 (C): -0.435, atom 61 (H): 0.214, atom 62 (H): 0.386, atom 63 (H): 0.432, atom 64 (C): -0.606, atom 65 (C): -0.413, atom 66 (C): -1.250, atom 67 (H): 0.397, atom 68 (H): 0.298, atom 69 (C): -1.090, atom 70 (C): -0.759, atom 71 (C): -0.721, atom 72 (H): 0.473, atom 73 (H): -0.098, atom 74 (H): 0.320, atom 75 (H): 0.219, atom 76 (C): -1.342, atom 77 (H): 0.468, atom 78 (H): 0.386, atom 79 (H): 0.531, atom 80 (N): 0.651, atom 81 (H): 0.390, atom 82 (C): -0.618, atom 83 (H): 0.227, atom 84 (C): -0.434, atom 85 (C): -1.458, atom 86 (C): -0.993, atom 87 (C): -0.476, atom 88 (H): 0.118, atom 89 (C): -0.539, atom 90 (H): 0.374, atom 91 (H): 0.491, atom 92 (H): 0.252, atom 93 (H): 0.379, atom 94 (C): -0.740, atom 95 (H): 0.221, atom 96 (H): 0.264, atom 97 (H): 0.118, atom 98 (C): -1.495, atom 99 (H): 0.297